1.
Formula: C40H92N12O8
Source: the OMol25 dataset
Level of theory: the ωB97M-V functional and the def2-TZVPD basis

Computed properties:
E_HOMO, eV: -8.4
LUMO energy, eV: 0.39
Relative energy (zero: lowest compared OMol25 entry of this formula, charge and spin), kcal per mole: 26.8

ORCA input file:
```
! wB97M-V def2-TZVPD RIJCOSX def2/J DEFGRID3
* xyz 0 1
O 0.5513 -2.1682 2.0291
O -3.0202 1.4305 2.0231
O 4.7775 0.7038 1.2878
O 3.9562 -5.7152 -3.3799
O -1.9642 -0.3396 -3.3858
O -0.3583 -4.6855 4.6746
O -1.8744 -1.6349 -0.7127
O 2.8617 -2.1369 6.9074
N 3.9842 1.5493 0.4752
N -3.5709 2.7941 1.8670
N 2.8326 -5.1205 -2.6595
N 1.3304 -0.4938 0.6881
N -0.2266 -4.9693 2.4653
N 2.7553 -4.0596 5.6589
N 1.1829 -2.2576 5.3801
N -2.3712 -2.2675 1.3124
N -0.6552 -6.7301 3.8525
N -3.5835 -2.9763 -0.5008
N -2.3977 1.0474 -3.5769
N 2.5336 -1.2282 2.4564
C 2.9170 3.6707 -1.0740
C 3.8533 -5.6460 -0.5540
C 0.7779 -3.9089 -2.7478
C 3.3228 -4.4543 -1.4226
C -4.5017 0.2475 -4.4010
C -4.7354 5.2203 3.0280
C 4.4190 -3.4037 -1.6057
C -0.0529 1.7175 -3.4952
C -5.4860 2.2013 3.4150
C 1.2325 -2.9804 -1.6512
C -5.8455 2.2828 0.9433
C -4.4903 1.0051 -1.9509
C 3.4656 2.3684 -1.6636
C 1.2715 -5.6754 -4.4481
C -5.0620 2.8661 2.1260
C -3.3537 3.7586 -3.1258
C 2.4859 -3.4853 -4.5459
C 2.7676 2.3042 2.4876
C 2.4063 3.3365 0.3093
C -2.3924 3.3998 4.0913
C -5.5283 4.3648 2.0998
C -3.2741 5.1188 2.5107
C -4.1998 2.6977 -3.7730
C -0.3969 -5.4429 3.6986
C 5.8554 2.3646 -1.0345
C -3.8694 1.2588 -3.3774
C 1.3996 -1.3570 1.7293
C -1.3254 1.8802 -1.3671
C -1.4651 1.9935 -2.8511
C 1.9223 -4.5461 -3.6222
C -1.8967 3.4691 -3.2845
C -1.3399 3.6968 1.8952
C 4.6408 0.1819 -1.4379
C -2.5896 -2.2976 0.0407
C 3.4578 2.7175 1.2150
C 2.1625 -3.8251 -0.7572
C -2.7006 3.6982 2.6247
C 2.3030 -2.7594 6.0278
C 4.4752 1.6177 -0.8582
C 4.5274 3.7303 1.6250
H 0.1621 -5.5772 1.7394
H -5.4906 0.6067 -4.5678
H 2.9325 -2.6063 -4.0913
H -5.4058 1.1098 3.3441
H 3.6273 4.4852 -1.0982
H -3.0221 -2.7679 1.9279
H -4.2273 0.0796 -1.4594
H 4.2220 4.5902 2.1965
H -6.6006 4.3077 2.2428
H 0.3103 -2.6542 -1.1791
H -4.4053 -0.7407 -3.9870
H 1.8382 -2.1679 -2.0431
H 3.0363 -6.3615 -0.5090
H 2.0139 -6.2186 -5.0378
H -3.9124 0.1975 -5.3436
H -5.7246 2.9081 0.0330
H 0.2611 0.6868 -3.4321
H 3.3550 -4.3126 6.4307
H -1.2048 4.2119 -2.8375
H 0.4638 -0.4677 0.1645
H -2.6479 5.8949 2.9527
H -5.5646 1.2829 0.6724
H -2.1950 2.1670 -0.7773
H 0.7300 -1.5978 5.9867
H -3.5443 4.7498 -3.5550
H 5.6195 1.1372 1.4352
H 0.6089 2.3275 -2.8613
H -2.2413 2.3574 4.2858
H -3.2350 3.8053 4.6932
H 4.1208 -2.4937 -2.1182
H 2.0405 -4.7531 5.7483
H 1.9536 0.2987 0.6840
H 2.0841 4.2504 0.8276
H -5.0467 6.2490 2.9936
H 3.4173 1.6849 3.1613
H -5.2493 2.9344 -3.7202
H 0.4343 -5.2277 -5.0084
H 0.1950 -4.0010 2.4491
H -0.7893 2.8172 2.1722
H 3.4101 -0.8912 2.1049
H -5.5428 1.0600 -2.1230
H -3.4028 5.2671 1.4453
H 4.7366 0.4190 -2.4922
H 5.2562 -3.8899 -2.0428
H 5.1008 4.0810 0.7868
H -1.0598 0.8433 -1.1824
H 5.2260 3.1644 2.2604
H 2.5195 -1.8458 3.2356
H 0.0369 2.1106 -4.4942
H -3.5940 3.9071 -2.1042
H 4.4292 -5.0742 -3.9118
H 0.1329 -3.3447 -3.4804
H 5.6571 3.4198 -1.0499
H -0.4087 2.4613 -1.0659
H -2.0045 -0.7170 -2.4777
H 1.7399 -3.1646 -5.2644
H -4.2891 -3.4597 0.0496
H -1.4555 3.9544 0.8421
H 2.0407 4.0312 -1.6397
H -1.2460 -7.2783 3.2369
H 2.6488 1.6626 -1.8333
H 3.8901 2.5524 -2.6589
H -4.8407 4.9540 4.0811
H 2.5516 3.2320 3.0469
H 6.2573 2.0123 -1.9894
H 3.2321 -3.9804 -5.2062
H 1.6337 2.6070 0.3053
H -5.3683 4.7006 1.0813
H 0.2037 -4.7693 -2.4008
H -3.7724 -2.7120 -1.4573
H -6.8904 2.2485 1.1943
H -4.9469 2.5749 4.3328
H -1.5717 3.4901 -4.3136
H 6.5815 2.1653 -0.2495
H 0.6837 -2.9915 4.8939
H -1.5467 3.9242 4.5183
H -0.8137 -6.9472 4.8198
H 1.8960 1.6934 2.3141
H 0.7710 -6.4154 -3.8474
H 2.5364 -3.1107 -0.0069
H 4.1952 -5.2305 0.3936
H 1.6474 -4.6404 -0.2079
H -0.7764 4.5895 2.3429
H -4.1655 1.8337 -1.3492
H 4.7113 -6.1750 -0.9812
H 5.4900 -0.4121 -1.1059
H -1.3814 -2.2306 1.5730
H 3.6826 -0.2933 -1.3528
H -2.9288 1.3493 1.0747
H -4.0503 2.7906 -4.8380
H 4.8812 -3.2020 -0.6152
H -6.5440 2.3550 3.6131
*
```

2.
Formula: C2H3BrFI
Source: the OMol25 dataset
Level of theory: the ωB97M-V functional and the def2-TZVPD basis

Computed properties:
E_HOMO (spin up / spin down), eV: -5.6 / -9.9
LUMO energy (spin up / spin down), eV: 0.66 / -3.77
Expectation value of S²: 2.007
Relative energy (zero: lowest compared OMol25 entry of this formula, charge and spin), kcal per mole: 22.8

ORCA input file:
```
! wB97M-V def2-TZVPD RIJCOSX def2/J DEFGRID3
* xyz 0 3
I -2.4470 0.3115 0.2344
Br 2.5597 0.1512 0.3172
F 0.7496 2.1602 -0.4539
C 0.7942 1.0401 0.2951
C -0.4360 -0.3375 -0.2306
H 0.0151 -1.0575 0.3628
H -0.2536 -0.6662 -1.2785
H 0.2653 1.1911 1.2151
*
```

3.
Formula: C8H8N4O4
Source: the OMol25 dataset
Level of theory: the ωB97M-V functional and the def2-TZVPD basis

Computed properties:
E_HOMO, eV: -8.4
LUMO energy, eV: -0.38
Relative energy (zero: lowest compared OMol25 entry of this formula, charge and spin), kcal per mole: 278.3

ORCA input file:
```
! wB97M-V def2-TZVPD RIJCOSX def2/J DEFGRID3
* xyz 0 1
O 1.5723 -0.6073 -3.4770
O 1.2269 0.3999 0.0094
O -1.0931 -1.3945 0.1593
O -3.2160 1.4431 -0.9175
N 0.1878 -1.4225 -1.6864
N 1.2087 -1.3645 0.4892
N -1.1410 0.4364 -0.4535
N -2.4751 1.1353 1.2813
C 0.0465 -1.2754 -0.3326
C -0.1752 1.1035 1.7282
C 1.4907 -1.0226 -2.2744
C 2.4335 -0.9059 0.0187
C 0.0370 0.6552 0.2910
C -2.3656 0.9960 -0.1144
C 2.4940 -0.8093 -1.3078
C -1.4910 1.2529 2.1472
H -3.2456 1.8730 1.4778
H -0.9933 0.4410 -1.4246
H 3.5091 -0.6727 -1.6409
H 3.1217 -0.6120 0.9885
H 0.5213 0.9066 2.5202
H -1.7682 1.6065 3.1554
H -0.7521 -1.2807 -2.0813
H 0.8668 -0.8820 1.4444
*
```

4.
Formula: C5H9N2
Source: the OMol25 dataset
Level of theory: the ωB97M-V functional and the def2-TZVPD basis

Computed properties:
E_HOMO, eV: -12.6
LUMO energy, eV: -7.35
Relative energy (zero: lowest compared OMol25 entry of this formula, charge and spin), kcal per mole: 188.3

ORCA input file:
```
! wB97M-V def2-TZVPD RIJCOSX def2/J DEFGRID3
* xyz 1 1
N -1.1548 0.3331 0.9396
N -1.4984 1.0682 -1.3527
C 0.6069 -1.2463 0.3320
C 2.4290 0.0848 -0.6380
C -0.6636 -0.9143 0.4958
C -1.8300 1.0881 -0.1080
C 1.7387 -0.3870 0.5275
H -1.5124 -1.5443 0.2645
H 2.1222 -0.3149 1.5492
H 3.0182 -0.7967 -0.9625
H -2.4133 1.9328 0.2645
H -0.3727 0.9008 1.2344
H 3.1365 0.9099 -0.5968
H 0.8285 -2.2388 -0.0543
H -2.2274 0.1966 -1.2330
H 1.6674 0.2391 -1.4130
*
```

5.
Formula: C2HCl2O2
Source: the OMol25 dataset
Level of theory: the ωB97M-V functional and the def2-TZVPD basis

Computed properties:
E_HOMO, eV: -3.1
LUMO energy, eV: 3.74
Relative energy (zero: lowest compared OMol25 entry of this formula, charge and spin), kcal per mole: 18.4

ORCA input file:
```
! wB97M-V def2-TZVPD RIJCOSX def2/J DEFGRID3
* xyz -1 1
Cl -0.3971 -0.7612 1.8275
Cl 2.2955 -0.4963 0.8594
O -1.7211 0.7461 -1.1230
O -0.5094 -0.8878 -2.1833
C -1.0007 -0.0661 -1.5308
C 0.6141 0.3054 0.7241
H 0.7188 1.1601 1.4262
*
```

6.
Formula: H10Na7O17S3
Source: the OMol25 dataset
Level of theory: the ωB97M-V functional and the def2-TZVPD basis

Computed properties:
E_HOMO, eV: -8.9
LUMO energy, eV: -6.41
Relative energy (zero: lowest compared OMol25 entry of this formula, charge and spin), kcal per mole: 49.1

ORCA input file:
```
! wB97M-V def2-TZVPD RIJCOSX def2/J DEFGRID3
* xyz 1 1
S 0.7876 -4.6446 -1.5330
S 0.3765 0.3111 0.2576
S -3.6034 -1.7264 -2.9055
Na -1.0398 -0.7289 2.6922
Na -3.1078 0.9531 -1.1672
Na 4.1185 0.8617 0.7198
Na -0.4430 0.2910 -3.2502
Na 2.2658 -1.8325 -1.0177
Na -1.6401 -2.2719 -0.4194
Na 0.8845 -3.3210 1.6885
O 1.7368 0.5024 -0.1702
O -2.5508 -0.7256 -2.7650
O -0.6466 2.7947 3.2776
O -2.0595 2.8179 0.1292
O -3.7668 -2.1019 -4.3152
O 0.3128 -1.0688 0.7160
O -0.0429 -4.9710 -2.7303
O -4.8644 -1.1806 -2.3923
O 1.1001 -5.8381 -0.7127
O 0.1453 -3.6288 -0.6262
O 1.6806 3.9642 1.9349
O 2.8394 2.4890 -1.5360
O 2.5903 0.7508 2.7009
O -3.1555 -2.8412 -2.1117
O -0.5765 0.4075 -0.8466
O -0.0518 1.1181 1.3625
O 2.0872 -4.0504 -1.9239
H -0.5698 2.2296 4.0463
H -0.6858 2.1890 2.5374
H 2.3560 1.7246 -1.2227
H -2.8644 2.5132 0.5483
H -1.3562 2.4265 0.6473
H 2.3204 1.3860 3.3642
H 2.1630 3.0876 -1.8528
H 1.9216 0.8168 2.0193
H 1.0192 3.3289 2.2090
H 2.3196 3.9679 2.6475
*
```